# 1
DFT (ωB97M-V with the def2-TZVPD basis set) results for a structure of composition C50H62CaCl5IN2O5P2SeSi.

Each line ends with the Löwdin charge.
Geometry (Å):
Ca 0.2597 -3.3358 0.2300  1.190
C 3.6858 -2.0412 -0.1346  -0.293
Si 2.1833 -0.9328 0.3610  0.577
C 2.7746 -0.2813 2.1037  -0.306
C 3.9691 -0.7844 2.6406  -0.113
C 4.3249 -0.6109 3.9701  -0.107
C 3.4772 0.0715 4.8291  -0.114
C 2.3024 0.6072 4.3244  -0.117
C 1.9582 0.4704 2.9776  -0.384
P 0.3976 1.1344 2.2857  1.110
C -0.8614 0.7686 3.6191  -0.434
C -2.2149 0.6131 2.8970  -0.251
C -3.3777 0.6444 3.8792  -0.196
C -3.4902 2.0309 4.5359  -0.202
C -2.1160 2.7103 4.6507  -0.212
C -1.0225 1.6667 4.8637  -0.205
C 0.6375 3.0021 2.2748  -0.419
C 1.1195 3.7692 3.5260  -0.197
C 1.9544 5.0076 3.1708  -0.208
C 1.3584 5.7121 1.9584  -0.207
C 1.5089 4.8172 0.7179  -0.185
C 1.5508 3.3307 1.0896  -0.228
C 2.5202 0.5743 -0.8180  -0.326
C 3.8146 1.1126 -0.8364  -0.126
C 4.1686 2.1739 -1.6511  -0.106
C 3.2185 2.7334 -2.4996  -0.104
C 1.9326 2.2246 -2.5010  -0.124
C 1.5680 1.1592 -1.6687  -0.407
P -0.1908 0.6145 -1.5401  1.094
C -1.0519 2.2917 -1.6594  -0.436
C -2.2528 2.2484 -0.6908  -0.232
C -3.2134 3.4333 -0.8760  -0.195
C -2.4608 4.6598 -1.3772  -0.209
C -1.8578 4.3932 -2.7669  -0.191
C -1.5136 2.9081 -2.9796  -0.205
C -0.4458 -0.2824 -3.1521  -0.428
C 0.2157 0.2261 -4.4346  -0.224
C 0.0116 -0.7764 -5.5738  -0.191
C -1.4650 -1.2065 -5.7372  -0.191
C -2.3897 -0.4287 -4.8044  -0.214
C -1.9547 -0.5893 -3.3501  -0.203
H 4.6611 -1.5420 -0.2021  0.008
H 3.4684 -2.4667 -1.1170  -0.032
H 3.7803 -2.8990 0.5376  0.016
H 4.6272 -1.3662 2.0075  0.075
H 5.2511 -1.0371 4.3407  0.090
H 3.7198 0.1793 5.8805  0.087
H 1.6301 1.1169 5.0039  0.076
H -0.5569 -0.2275 3.9500  0.076
H -2.2021 -0.3093 2.3176  0.069
H -2.3481 1.4167 2.1605  0.082
H -3.2112 -0.1212 4.6437  0.111
H -4.3116 0.3806 3.3784  0.103
H -3.9372 1.9342 5.5303  0.098
H -4.1649 2.6650 3.9535  0.100
H -2.1218 3.4449 5.4611  0.103
H -1.8997 3.2671 3.7346  0.094
H -1.3110 1.0404 5.7167  0.114
H -0.0853 2.1415 5.1456  0.067
H -0.3666 3.3637 2.0085  0.095
H 1.7081 3.1208 4.1735  0.084
H 0.2514 4.0981 4.1041  0.094
H 2.9835 4.7132 2.9442  0.112
H 2.0058 5.6760 4.0351  0.101
H 1.8253 6.6865 1.7909  0.098
H 0.2985 5.9068 2.1570  0.107
H 2.4232 5.0727 0.1754  0.105
H 0.6807 4.9991 0.0240  0.089
H 2.5729 3.0204 1.3298  0.119
H 1.2707 2.7295 0.2292  0.061
H 4.5634 0.6912 -0.1737  0.090
H 5.1795 2.5673 -1.6263  0.090
H 3.4784 3.5617 -3.1497  0.090
H 1.1907 2.6715 -3.1557  0.087
H -0.3114 2.9823 -1.2375  0.083
H -1.8699 2.2149 0.3325  0.068
H -2.7962 1.3111 -0.8297  0.046
H -3.7252 3.6503 0.0654  0.102
H -3.9963 3.1748 -1.5965  0.109
H -1.6651 4.8969 -0.6627  0.094
H -3.1141 5.5360 -1.4107  0.099
H -0.9505 4.9929 -2.8874  0.103
H -2.5533 4.7226 -3.5453  0.100
H -0.7594 2.8234 -3.7609  0.077
H -2.3905 2.3662 -3.3434  0.106
H 0.0588 -1.2293 -2.9307  0.071
H 1.2853 0.3567 -4.2646  0.055
H -0.1726 1.2042 -4.7288  0.087
H 0.6297 -1.6520 -5.3654  0.074
H 0.3901 -0.3458 -6.5059  0.100
H -1.5673 -2.2732 -5.5161  0.105
H -1.7880 -1.0765 -6.7742  0.094
H -3.4225 -0.7709 -4.9187  0.106
H -2.3819 0.6300 -5.0857  0.099
H -2.1494 -1.6135 -3.0231  0.098
H -2.5798 0.0378 -2.7090  0.071
Cl -7.0349 -5.3632 0.3636  0.611
C -5.4704 -4.7150 0.0024  -0.731
C -5.2168 -3.3529 0.1436  -0.709
Cl -6.4787 -2.3024 0.6913  0.638
C -3.9683 -2.8322 -0.1529  -0.594
Cl -3.6373 -1.1503 0.0305  0.748
C -2.8932 -3.6433 -0.6063  -0.509
O -1.7480 -3.1556 -0.8882  -0.286
C -3.1890 -5.0297 -0.7312  -0.590
Cl -1.9051 -6.0573 -1.2511  0.759
C -4.4399 -5.5451 -0.4364  -0.706
Cl -4.7350 -7.2390 -0.6184  0.647
C 1.3707 -4.5273 4.0690  -0.063
C 0.5948 -3.4452 3.4881  -0.264
N -0.0077 -2.5757 3.0376  0.153
H 1.7949 -4.2034 5.0194  0.080
H 2.1482 -4.8263 3.3581  0.049
H 0.7165 -5.3848 4.2128  0.088
O 1.3102 -7.4607 0.1362  -0.503
Se 1.5840 -5.9620 0.6687  0.699
O 1.7336 -4.8782 -0.5915  -0.634
O 0.2492 -5.3018 1.4373  -0.647
O 2.8626 -5.8241 1.6649  -0.509
I 3.8177 -1.5858 -4.1517  0.875
C 2.6531 -3.3171 -3.8608  -0.778
C 3.1614 -4.5518 -4.2296  -0.137
C 2.3331 -5.6524 -4.0681  -0.064
C 1.0584 -5.4737 -3.5627  -0.061
C 0.6706 -4.1937 -3.2061  -0.153
N 1.4575 -3.1271 -3.3507  0.033
H 4.1660 -4.6429 -4.6159  0.083
H 2.6934 -6.6421 -4.3190  0.106
H 0.3920 -6.3057 -3.3872  0.098
H -0.3015 -4.0071 -2.7602  0.082

Cartesian forces (eV/Å) of the 3 atoms listed first:
Ca -0.23 0.41 0.07
C 0.04 0.13 -0.03
Si 0.07 -0.35 -0.05

Results
highest occupied orbital energy: -1.698 eV
orbital gap: 5.32 eV
total charge: -2
lowest unoccupied orbital energy: 3.63 eV
2S+1: 1

=====

# 2
DFT (ωB97M-V with the def2-TZVPD basis set) results for a cluster of 12 separate species, C50H64ClF4N12O2P in total in a non-equilibrium geometry.

Each line ends with the Löwdin charge.
Geometry (Å):
O -2.1410 -1.5147 -3.8924  0.043
C -1.3518 -0.4063 -3.8340  -0.211
F -1.6034 0.4931 -2.6697  -0.016
N -0.2861 -0.2111 -4.8896  -0.135
C -0.7091 0.7075 -6.0049  -0.218
O -0.0241 1.0348 -7.0999  0.033
F -2.0873 1.3119 -5.8857  -0.018
P 1.3159 0.1551 -4.2178  0.565
Cl 3.1937 0.4714 -3.2549  0.278
C 0.9688 2.0148 -3.9857  -0.296
C 1.6602 2.9827 -5.1620  -0.149
F 0.7436 4.1288 -5.5139  -0.136
C 2.2723 -0.6744 -5.6449  -0.303
C 2.8948 -2.1486 -5.1574  -0.156
F 2.7798 -3.1313 -6.2923  -0.142
H 0.9687 -0.7140 -3.0842  0.054
H -0.1637 2.2928 -3.7846  0.113
H 1.5382 2.3332 -2.9851  0.083
H 2.6440 3.5010 -4.7294  0.138
H 2.0039 2.3738 -6.1062  0.104
H 3.1581 0.0537 -5.9497  0.097
H 1.6319 -0.9188 -6.6022  0.108
H 4.0139 -1.9482 -4.8779  0.116
H 2.3203 -2.5905 -4.2330  0.123
C 1.5912 -1.0905 -0.3232  -0.107
C 2.0348 -2.0337 0.6343  -0.143
C 0.9478 -2.3768 1.4067  -0.145
N -0.1350 -1.6701 0.9519  0.020
C 0.2466 -0.8871 -0.1063  -0.123
H 2.1878 -0.6121 -1.0890  0.025
H 3.0389 -2.4215 0.7476  0.088
H 0.8526 -3.0606 2.2396  0.115
H -1.0695 -1.7194 1.3365  0.155
H -0.4690 -0.2528 -0.6121  0.096
C -4.1158 2.7932 -4.1391  -0.104
C -4.2193 2.8809 -2.7302  -0.107
C -5.3087 3.6740 -2.4472  -0.151
N -5.8633 4.0718 -3.6359  -0.022
C -5.1458 3.5351 -4.6730  -0.134
H -3.3712 2.2469 -4.7033  0.059
H -3.5695 2.4150 -2.0007  0.083
H -5.7348 3.9896 -1.5042  0.112
H -6.6754 4.6675 -3.7325  0.146
H -5.4279 3.7277 -5.6994  0.109
C 5.2031 0.9585 4.2617  -0.120
C 4.1618 0.6617 3.3502  -0.122
C 4.0216 -0.7077 3.3187  -0.137
N 4.9451 -1.2478 4.1756  0.003
C 5.6664 -0.2390 4.7593  -0.138
H 5.5742 1.9398 4.5274  0.093
H 3.5766 1.3707 2.7788  0.097
H 3.3466 -1.3424 2.7604  0.077
H 5.0735 -2.2360 4.3505  0.148
H 6.4465 -0.4591 5.4757  0.107
C -1.8353 -4.4762 -5.2703  -0.114
C -3.1037 -4.9070 -5.7274  -0.111
C -2.9876 -6.2362 -6.0678  -0.146
N -1.6926 -6.6211 -5.8366  -0.005
C -0.9839 -5.5559 -5.3450  -0.140
H -1.5717 -3.4857 -4.9229  0.058
H -4.0048 -4.3120 -5.7998  0.092
H -3.7134 -6.9388 -6.4549  0.103
H -1.3188 -7.5466 -6.0020  0.146
H 0.0632 -5.6567 -5.0927  0.103
C 1.4150 4.1716 5.9195  -0.125
C 0.1467 3.7408 5.4624  -0.116
C 0.2627 2.4117 5.1220  -0.152
N 1.5578 2.0268 5.3532  0.004
C 2.2665 3.0919 5.8448  -0.142
H 1.6787 5.1622 6.2669  0.094
H -0.7545 4.3359 5.3900  0.095
H -0.4631 1.7091 4.7349  0.105
H 1.9316 1.1013 5.1878  0.135
H 3.3136 2.9912 6.0971  0.105
C -0.3163 3.4305 10.7032  -0.117
C -0.7501 2.1077 10.9587  -0.118
C -0.4936 1.3658 9.8275  -0.144
N 0.0753 2.1957 8.8967  0.012
C 0.1924 3.4554 9.4238  -0.139
H -0.3682 4.2736 11.3798  0.089
H -1.2005 1.7362 11.8701  0.090
H -0.6680 0.3215 9.6053  0.088
H 0.3644 1.9211 7.9668  0.123
H 0.6251 4.2599 8.8444  0.097
C 3.6382 -7.1766 -0.4092  -0.115
C 4.6585 -6.8458 0.5143  -0.119
C 4.3334 -5.6269 1.0660  -0.147
N 3.1553 -5.2084 0.5043  0.012
C 2.7210 -6.1496 -0.3924  -0.140
H 3.5781 -8.0682 -1.0196  0.091
H 5.5356 -7.4338 0.7518  0.090
H 4.8390 -5.0224 1.8072  0.099
H 2.6803 -4.3412 0.7187  0.088
H 1.7998 -6.0076 -0.9415  0.103
C -3.2274 -2.5711 12.0045  -0.116
C -4.1125 -2.5441 10.9003  -0.116
C -3.3448 -2.4511 9.7610  -0.145
N -2.0279 -2.4163 10.1393  -0.008
C -1.9464 -2.4946 11.5053  -0.145
H -3.4955 -2.6404 13.0507  0.091
H -5.1935 -2.5883 10.9327  0.091
H -3.6223 -2.4055 8.7164  0.104
H -1.2397 -2.3450 9.5091  0.140
H -0.9864 -2.4875 12.0039  0.105
C -0.9435 -6.3573 0.3310  -0.130
C -1.9848 -6.6540 -0.5805  -0.112
C -2.1249 -8.0235 -0.6120  -0.142
N -1.2015 -8.5635 0.2449  0.000
C -0.4802 -7.5548 0.8286  -0.146
H -0.5724 -5.3760 0.5967  0.079
H -2.5700 -5.9451 -1.1519  0.093
H -2.8000 -8.6582 -1.1703  0.105
H -1.0731 -9.5517 0.4198  0.148
H 0.2999 -7.7749 1.5450  0.108
C -5.7065 8.7417 -1.7495  -0.118
C -6.0551 7.4775 -2.2820  -0.120
C -4.9414 6.9798 -2.9206  -0.141
N -3.9345 7.9014 -2.7961  0.007
C -4.3902 8.9766 -2.0787  -0.144
H -6.3461 9.4082 -1.1855  0.090
H -7.0151 6.9832 -2.2072  0.086
H -4.7801 6.0518 -3.4527  0.085
H -3.0010 7.8029 -3.1738  0.150
H -3.7410 9.8154 -1.8658  0.105
C 3.7196 6.5873 -7.6203  -0.115
C 2.4512 6.1565 -8.0773  -0.113
C 2.5673 4.8273 -8.4177  -0.150
N 3.8623 4.4424 -8.1866  -0.006
C 4.5710 5.5076 -7.6950  -0.149
H 3.9832 7.5778 -7.2729  0.091
H 1.5501 6.7515 -8.1497  0.094
H 1.8415 4.1247 -8.8049  0.109
H 4.2361 3.5169 -8.3520  0.144
H 5.6181 5.4068 -7.4426  0.103

Cartesian forces (eV/Å) of the 3 atoms listed first:
O 5.90 8.56 0.70
C -5.68 -6.69 0.09
F 1.52 -2.18 -3.86

Results
highest occupied orbital energy: -7.965 eV
SMILES: O=C(F)N(C(=O)F)[PH](Cl)(CCF)CCF.c1cc[nH]c1.c1cc[nH]c1.c1cc[nH]c1.c1cc[nH]c1.c1cc[nH]c1.c1cc[nH]c1.c1cc[nH]c1.c1cc[nH]c1.c1cc[nH]c1.c1cc[nH]c1.c1cc[nH]c1
orbital gap: 6.70 eV
lowest unoccupied orbital energy: -1.27 eV
2S+1: 1

=====

# 3
DFT (ωB97M-V with the def2-TZVPD basis set) results for a structure of composition C50H64CoN3O7P2S2Si in a non-equilibrium geometry.

Each line ends with the Löwdin spin population.
Geometry (Å):
Co 0.1372 0.2460 0.2015  1.028
C 4.7344 2.3543 -2.3091  -0.002
Si 5.4015 1.6655 -0.7214  -0.001
C 6.4630 2.9681 0.0957  0.000
C 6.4837 0.1941 -1.1201  0.000
C 4.1454 1.0522 0.5288  -0.001
C 4.6349 0.6508 1.7670  -0.001
C 3.8194 0.0422 2.7170  0.000
C 2.5080 -0.2053 2.3662  -0.001
N 2.0128 0.1720 1.1917  -0.007
C 2.7708 0.8310 0.3044  -0.005
S 1.8277 1.3222 -1.0581  -0.047
H 5.5730 2.7406 -2.8974  0.000
H 4.0241 3.1640 -2.1278  -0.001
H 4.2154 1.5868 -2.8879  -0.001
H 7.2895 3.2353 -0.5701  0.000
H 6.8919 2.6145 1.0369  0.000
H 5.8900 3.8740 0.3087  0.000
H 7.3391 0.4948 -1.7337  0.000
H 5.9249 -0.5697 -1.6702  0.000
H 6.8674 -0.2639 -0.2033  0.000
H 5.6849 0.8071 2.0039  0.000
H 4.1971 -0.2624 3.6827  0.000
H 1.8278 -0.7274 3.0278  0.000
O -2.7866 -3.0380 0.6476  0.000
S -2.2707 -2.4853 -0.5880  0.000
O -3.2510 -2.3188 -1.6454  0.000
O -1.4665 -1.2793 -0.3862  0.003
C -1.1684 -3.7640 -1.2248  0.000
C -1.8981 -4.8964 -1.6264  0.000
C -1.2700 -6.0174 -2.1178  0.000
C 0.1163 -6.0320 -2.2245  0.000
C 0.8355 -4.9242 -1.8365  0.000
C 0.2307 -3.7623 -1.3297  0.001
P 1.3643 -2.3496 -0.8680  0.010
C 2.4649 -3.1885 0.3500  0.001
C 3.7100 -2.6170 0.6182  0.001
C 4.5538 -3.1561 1.5753  0.000
C 4.1603 -4.2707 2.3062  0.001
C 2.9185 -4.8395 2.0630  0.000
C 2.0819 -4.3066 1.0882  0.001
C 2.5061 -2.3224 -2.3288  0.001
C 3.5864 -3.1906 -2.5110  0.000
C 4.3967 -3.1011 -3.6331  0.000
C 4.1393 -2.1398 -4.6041  0.000
C 3.0792 -1.2631 -4.4312  0.000
C 2.2824 -1.3473 -3.2956  0.000
H -2.9766 -4.8641 -1.5479  0.000
H -1.8551 -6.8756 -2.4249  0.000
H 0.6327 -6.9015 -2.6125  0.000
H 1.9118 -4.9567 -1.9313  0.000
H 4.0264 -1.7343 0.0710  0.000
H 5.5142 -2.6900 1.7608  0.000
H 4.8144 -4.6889 3.0613  0.000
H 2.5982 -5.7096 2.6236  0.000
H 1.1267 -4.7804 0.8982  0.000
H 3.8278 -3.9266 -1.7539  0.000
H 5.2328 -3.7807 -3.7458  0.000
H 4.7714 -2.0678 -5.4810  0.000
H 2.8791 -0.4931 -5.1668  0.000
H 1.4884 -0.6315 -3.1434  0.000
C -0.7142 -2.8631 2.7211  0.000
C -0.9277 -1.4232 3.0215  0.000
N -0.5486 -0.4006 2.2804  0.000
C -0.8186 0.7326 3.0135  0.000
C -1.3707 0.3893 4.2104  0.000
N -1.4206 -0.9804 4.1987  0.000
C -1.8377 1.1227 5.4123  0.000
O -1.7516 2.4276 5.3719  0.000
O -2.2718 0.4934 6.3577  0.000
C -0.4735 2.0762 2.4724  0.003
O -0.6510 3.0701 3.2179  0.001
O -0.0512 2.0888 1.2945  0.032
H -0.2837 -2.9552 1.7284  0.000
H -1.6512 -3.4170 2.7226  0.000
H -0.0191 -3.2934 3.4465  0.000
H -1.7923 -1.5223 4.9632  0.000
H -1.3499 2.7351 4.4704  0.000
C -0.8349 5.7193 -2.9734  0.000
C -0.2579 4.5816 -3.8355  0.000
C -0.2394 3.2534 -3.0657  0.000
C -1.4654 3.1566 -2.1434  0.000
C -1.3058 4.1971 -1.0132  0.000
C -0.5603 5.4555 -1.4952  0.000
P -1.6966 1.4534 -1.4870  -0.012
C -3.3108 1.4440 -0.5686  -0.003
C -3.3786 2.2618 0.7237  0.000
C -4.4591 1.6617 1.6368  0.000
C -5.6623 1.1461 0.8243  0.000
C -5.8046 1.9519 -0.4646  0.000
C -4.5857 1.7316 -1.3836  -0.001
C -2.1900 0.4103 -2.9425  -0.001
C -0.9998 -0.3892 -3.4819  0.000
C -1.4449 -1.2506 -4.6582  0.000
C -1.8158 -0.3647 -5.8649  0.000
C -2.2211 1.0498 -5.4223  0.000
C -3.0106 1.0223 -4.1133  0.000
H -1.9173 5.7910 -3.1234  0.000
H -0.4181 6.6801 -3.2839  0.000
H 0.7611 4.8349 -4.1422  0.000
H -0.8436 4.4716 -4.7534  0.000
H 0.6567 3.1981 -2.4496  0.000
H -0.1837 2.4147 -3.7612  0.000
H -2.3447 3.4099 -2.7464  0.000
H -0.7672 3.7521 -0.1723  0.000
H -2.2916 4.4816 -0.6427  0.000
H 0.5169 5.3290 -1.3465  0.000
H -0.8540 6.3130 -0.8869  0.000
H -3.3353 0.3874 -0.2725  0.000
H -3.6336 3.2969 0.4835  0.000
H -2.4215 2.3020 1.2290  0.000
H -4.7873 2.4161 2.3563  0.000
H -4.0254 0.8430 2.2182  0.000
H -6.5765 1.1989 1.4188  0.000
H -5.5211 0.0917 0.5692  0.000
H -5.8920 3.0128 -0.2082  0.000
H -6.7224 1.6873 -0.9950  0.000
H -4.4443 2.6167 -2.0119  0.000
H -4.7884 0.8940 -2.0538  0.000
H -2.8231 -0.3390 -2.4531  0.000
H -0.5911 -1.0007 -2.6761  0.000
H -0.1960 0.2792 -3.8113  0.000
H -2.3109 -1.8343 -4.3310  0.000
H -0.6689 -1.9695 -4.9301  0.000
H -2.6360 -0.8242 -6.4236  0.000
H -0.9705 -0.2983 -6.5555  0.000
H -2.8061 1.5408 -6.2039  0.000
H -1.3251 1.6629 -5.2883  0.000
H -3.9024 0.4042 -4.2645  0.000
H -3.3854 2.0194 -3.8889  0.000

Cartesian forces (eV/Å) of the 3 atoms listed first:
Co 1.35 1.21 0.46
C -0.18 0.08 -0.13
Si -0.03 -0.03 0.00

Results
⟨S²⟩: 0.795
highest occupied orbital energy (alpha / beta): -5.363 / -5.360 eV
orbital gap (alpha / beta): 7.61 / 7.61 eV
total charge: -1
lowest unoccupied orbital energy (alpha / beta): 2.25 / 2.25 eV
2S+1: 2